This record from the Open Molecules 2025 dataset describes a structure of composition C28H25Cl4N6O2ReS. The level of theory is ωB97M-V/def2-TZVPD.

**DFT total energy**: -105528.4687 eV
**Energy relative to the best compared isomer or geometry (same formula, charge and spin)**: 29.6 kcal/mol
**Charge**: +1
**Spin multiplicity**: 2
**⟨S²⟩**: 0.764
**Frontier orbital gap (spin up / spin down)**: 6.1 / 6.1 eV
**LUMO level (spin up / spin down)**: -0.1567 / -0.1632 Eh

Geometry (Å):
Re: -0.100 -1.061 -0.772
Cl: 5.353 0.572 -4.584
C: 4.209 0.538 -3.299
C: 3.245 -0.452 -3.287
C: 2.313 -0.458 -2.258
N: 1.309 -1.407 -2.033
C: 1.541 -2.770 -2.332
O: 1.967 -3.202 -3.363
C: 1.226 -3.615 -1.131
C: 1.624 -4.926 -1.042
C: 1.449 -5.582 0.172
C: 0.887 -4.895 1.232
C: 0.475 -3.582 1.054
N: 0.633 -2.957 -0.113
C: 2.346 0.484 -1.227
C: 3.323 1.477 -1.249
C: 4.241 1.501 -2.279
Cl: 5.439 2.740 -2.281
N: 1.357 0.309 -0.252
C: 1.639 0.926 0.992
O: 2.658 0.679 1.586
C: 0.688 1.955 1.557
C: 1.122 2.694 2.651
C: 0.292 3.686 3.147
C: -0.935 3.897 2.538
C: -1.282 3.100 1.456
N: -0.491 2.149 0.969
H: 3.207 -1.190 -4.074
H: 2.080 -5.398 -1.901
H: 1.761 -6.610 0.287
H: 0.751 -5.362 2.196
H: -0.024 -3.028 1.837
H: 3.397 2.219 -0.466
H: 2.089 2.486 3.084
H: 0.600 4.288 3.990
H: -1.612 4.663 2.886
H: -2.233 3.237 0.954
Cl: -1.270 0.874 -1.752
C: -2.532 0.209 -2.779
C: -3.213 1.092 -3.596
C: -4.249 0.597 -4.367
C: -4.586 -0.748 -4.297
C: -3.885 -1.601 -3.464
Cl: -4.339 -3.266 -3.402
C: -2.819 -1.143 -2.676
S: -1.930 -2.248 -1.641
H: -2.931 2.134 -3.629
H: -4.796 1.257 -5.024
H: -5.395 -1.147 -4.891
C: -3.916 -0.196 1.909
C: -2.970 -1.154 2.643
C: -3.735 -2.393 3.094
C: -2.324 -0.461 3.837
N: -1.901 -1.670 1.752
N: -1.156 -0.629 1.106
H: -4.806 -0.019 2.512
H: -4.239 -0.619 0.954
H: -3.466 0.784 1.729
H: -4.501 -2.119 3.818
H: -3.062 -3.111 3.560
H: -4.231 -2.875 2.250
H: -3.092 -0.093 4.516
H: -1.730 0.407 3.534
H: -1.682 -1.150 4.384
H: -2.337 -2.198 0.997
H: -0.529 -0.234 1.805
H: -1.759 0.162 0.857